Entry 1:
{"formula": "C4H7NO2", "method": "ωB97M-V/def2-TZVPD", "symbols": ["O", "C", "C", "N", "C", "C", "O", "H", "H", "H", "H", "H", "H", "H"], "xyz": [[1.5152, 0.4002, -2.0392], [1.0367, -0.1237, -0.8350], [0.5927, 0.8928, 0.2421], [-0.2818, -0.2631, 0.6465], [-0.4362, -0.5931, -0.8135], [-1.3180, -0.2444, 1.6235], [-2.2972, -0.9324, 1.5447], [2.3430, -0.0544, -2.2215], [0.6268, -0.9264, 0.6901], [1.2699, 1.2262, 1.0344], [-0.0630, 1.7124, -0.0991], [-0.7157, -1.6331, -0.9954], [-1.1775, 0.1026, -1.2402], [-1.0950, 0.4363, 2.4627]], "atomic_forces_ev_per_a": [[0.20, -0.11, -0.05], [-0.21, 0.19, -0.05], [0.10, 0.18, 0.20], [0.00, -0.16, 0.11], [-0.15, -0.21, -0.14], [-0.35, -0.24, 0.02], [0.51, 0.35, 0.02], [-0.10, 0.12, -0.06], [-0.19, 0.01, 0.19], [-0.07, -0.06, -0.15], [0.10, -0.12, -0.03], [0.07, 0.17, 0.01], [0.14, -0.05, 0.02], [-0.04, -0.07, -0.09]], "spin_multiplicity": 1, "homo_lumo_gap_ev": 7.724, "e_homo_ev": -7.32, "de_lowest_ev": 5.544}



Entry 2:
{"formula": "C4H7NO2", "method": "ωB97M-V/def2-TZVPD", "symbols": ["H", "N", "C", "C", "O", "C", "C", "O", "H", "H", "H", "H", "H", "H"], "xyz": [[-3.0145, -0.1474, 0.7065], [-2.6698, -0.0440, -0.2482], [-1.4219, 0.1240, -0.2562], [-0.5620, 0.3204, -1.4816], [0.7628, 0.3185, -0.9914], [0.7375, 0.4041, 0.4146], [1.6522, -0.6360, 1.0118], [-0.6071, 0.1597, 0.8281], [-0.6937, -0.4993, -2.1936], [-0.8102, 1.2635, -1.9837], [0.9977, 1.4214, 0.7401], [1.6281, -0.5904, 2.1043], [2.6769, -0.4694, 0.6693], [1.3240, -1.6251, 0.6801]], "atomic_forces_ev_per_a": [[0.01, 0.01, -0.08], [0.35, 0.03, 0.11], [-0.28, -0.02, -0.18], [-0.20, 0.01, -0.11], [0.05, -0.04, -0.02], [0.22, -0.01, 0.20], [0.05, -0.02, 0.02], [-0.10, -0.05, -0.05], [-0.02, 0.11, 0.12], [0.04, -0.08, 0.11], [-0.02, -0.09, -0.07], [-0.01, 0.02, -0.16], [-0.13, 0.01, 0.04], [0.05, 0.11, 0.07]], "smiles": "[H]/N=C1/CO[C@H](C)O1", "spin_multiplicity": 1, "homo_lumo_gap_ev": 11.144, "e_homo_ev": -10.23, "de_lowest_ev": 1.135}



Entry 3:
{"formula": "C4H7NO2", "method": "ωB97M-V/def2-TZVPD", "symbols": ["C", "C", "N", "O", "C", "C", "O", "H", "H", "H", "H", "H", "H", "H"], "xyz": [[0.4194, 2.1868, 0.3132], [-0.0243, 0.9292, 0.2599], [0.1882, -0.0331, 1.2710], [0.7375, -1.2845, 0.8086], [0.3276, -1.5475, -0.5220], [-1.0167, -0.9041, -0.7851], [-0.8488, 0.5085, -0.7358], [1.0897, 2.5066, 1.1021], [0.0703, 2.9198, -0.4038], [0.8959, 0.2966, 1.9189], [1.0573, -1.1356, -1.2366], [0.2959, -2.6363, -0.6282], [-1.7523, -1.2284, -0.0396], [-1.3873, -1.1348, -1.7866]], "atomic_forces_ev_per_a": [[-0.03, -0.05, 0.02], [0.12, 0.13, 0.05], [0.00, 0.21, 0.01], [0.10, -0.10, -0.04], [-0.06, -0.04, -0.24], [-0.03, -0.24, 0.03], [0.05, 0.13, 0.04], [-0.09, -0.10, -0.10], [0.02, -0.12, 0.09], [-0.13, 0.02, -0.05], [-0.08, -0.07, 0.10], [-0.02, 0.17, 0.03], [0.07, 0.04, -0.08], [0.08, 0.02, 0.14]], "smiles": "C=C1NOCCO1", "spin_multiplicity": 1, "homo_lumo_gap_ev": 9.238, "e_homo_ev": -8.27, "de_lowest_ev": 3.633}



Entry 4:
{"formula": "C4H7NO2", "method": "ωB97M-V/def2-TZVPD", "symbols": ["C", "C", "N", "C", "C", "O", "O", "H", "H", "H", "H", "H", "H", "H"], "xyz": [[-0.0571, -0.0951, -0.7584], [0.9278, -1.0431, -0.0448], [-1.3624, -0.5122, -1.1413], [0.2614, 1.7455, 0.6118], [0.1381, -0.3527, 0.9800], [1.0259, 2.4971, 0.1009], [-0.7900, -0.6131, 1.7101], [0.4096, 0.6248, -1.4158], [-1.9326, -0.7606, -0.3379], [-1.3601, -1.2879, -1.7944], [-0.7573, 1.8866, 0.9987], [0.7737, 0.7832, 1.3201], [0.7529, -2.1151, -0.0901], [1.9699, -0.7573, -0.1389]], "atomic_forces_ev_per_a": [[0.14, 0.06, 0.48], [0.01, 0.11, -0.07], [0.01, -0.08, -0.01], [0.29, -0.02, -0.12], [-0.44, 0.03, -0.42], [-0.35, -0.46, 0.21], [0.22, 0.24, -0.18], [0.01, 0.00, 0.04], [0.06, 0.00, 0.01], [0.00, 0.03, 0.07], [-0.03, -0.07, -0.02], [0.13, 0.10, -0.02], [-0.01, 0.06, 0.03], [-0.06, 0.00, 0.00]], "spin_multiplicity": 1, "homo_lumo_gap_ev": 8.842, "e_homo_ev": -8.56, "de_lowest_ev": 5.553}



Entry 5:
{"formula": "C4H7NO2", "method": "ωB97M-V/def2-TZVPD", "symbols": ["C", "N", "C", "O", "C", "C", "O", "H", "H", "H", "H", "H", "H", "H"], "xyz": [[-1.4436, -0.4626, 0.4346], [-0.2347, -0.3626, -0.3671], [0.3379, -1.4638, -0.9181], [1.4560, -1.4981, -1.3824], [0.4439, 0.9174, -0.4122], [1.2084, 1.2608, 0.8660], [1.1688, 0.6012, 1.8607], [-2.3058, -0.0908, -0.1166], [-1.6108, -1.4970, 0.7275], [-1.3065, 0.1562, 1.3165], [-0.3682, -2.3104, -0.9273], [-0.3021, 1.6861, -0.5928], [1.1737, 0.8656, -1.2266], [1.7830, 2.1982, 0.7378]], "atomic_forces_ev_per_a": [[0.17, 0.25, -0.31], [0.04, 0.11, 0.14], [-0.06, 0.37, 0.12], [-0.05, -0.07, -0.19], [0.20, -1.04, 0.28], [-0.51, -0.04, -0.98], [0.22, 0.08, 0.31], [-0.19, -0.01, -0.04], [-0.03, 0.06, 0.06], [-0.10, -0.18, 0.23], [0.21, -0.20, 0.09], [0.04, 0.38, -0.17], [-0.13, 0.25, 0.00], [0.18, 0.03, 0.44]], "smiles": "CN(C=O)CC=O", "spin_multiplicity": 1, "homo_lumo_gap_ev": 10.249, "e_homo_ev": -9.43, "de_lowest_ev": 1.182}



Entry 6:
{"formula": "C4H7NO2", "method": "ωB97M-V/def2-TZVPD", "symbols": ["C", "C", "C", "O", "C", "N", "O", "H", "H", "H", "H", "H", "H", "H"], "xyz": [[-0.8213, -1.1226, 0.2912], [-0.4188, 0.2313, -0.2900], [-1.2179, 1.3643, 0.3425], [-2.2368, 1.1791, 0.9642], [1.0737, 0.5732, -0.2349], [1.9243, -0.4791, -0.3580], [1.4726, 1.7208, -0.1262], [-0.4642, -1.2249, 1.3210], [-1.9104, -1.2001, 0.3138], [-0.4386, -1.9627, -0.2984], [-0.6794, 0.2638, -1.3610], [-0.8081, 2.3761, 0.1800], [1.6113, -1.4325, -0.4180], [2.9136, -0.2866, -0.3264]], "atomic_forces_ev_per_a": [[0.01, -0.09, 0.02], [-0.05, -0.02, 0.04], [-0.31, 0.01, 0.16], [0.44, 0.07, -0.25], [0.06, 0.16, -0.03], [0.07, 0.03, 0.03], [-0.12, -0.39, -0.04], [-0.05, 0.01, -0.14], [0.15, 0.02, -0.01], [-0.05, 0.14, 0.06], [0.03, 0.03, 0.12], [-0.07, -0.10, 0.03], [0.00, 0.16, 0.04], [-0.12, -0.03, -0.01]], "smiles": "C[C@@H](C=O)C(N)=O", "spin_multiplicity": 1, "homo_lumo_gap_ev": 10.430, "e_homo_ev": -9.77, "de_lowest_ev": 0.463}



Entry 7:
{"formula": "C4H7NO2", "method": "ωB97M-V/def2-TZVPD", "symbols": ["C", "C", "O", "N", "C", "C", "O", "H", "H", "H", "H", "H", "H", "H"], "xyz": [[0.1405, 0.7562, 1.3397], [-1.2338, 0.4843, 0.7480], [-2.2715, 0.9787, 1.1555], [-1.1157, -0.4619, -0.2381], [0.1171, -0.9850, -0.7601], [1.1836, -0.0600, -1.5086], [2.3620, 0.1545, -1.2318], [0.7526, -0.1482, 1.7129], [0.1740, 1.4245, 2.2958], [0.7696, 1.1461, 0.5716], [-1.9854, -0.7382, -0.7112], [-0.1780, -1.8481, -1.4161], [0.6681, -1.4940, 0.0811], [0.6169, 0.7911, -2.0387]], "atomic_forces_ev_per_a": [[1.08, 0.03, 3.19], [0.69, -0.12, 1.46], [0.67, -0.59, -0.83], [-1.25, 0.57, -1.37], [1.78, -2.67, 0.29], [-0.55, 3.11, 1.74], [-2.42, -1.77, -0.72], [-1.40, 0.87, -0.78], [-0.58, -0.83, -2.11], [0.51, 0.74, -0.32], [0.68, 0.38, 0.36], [0.41, 0.91, 0.25], [-0.25, 0.51, -0.84], [0.61, -1.13, -0.32]], "smiles": "CC(=O)NCC=O", "spin_multiplicity": 1, "homo_lumo_gap_ev": 10.079, "e_homo_ev": -9.93, "de_lowest_ev": 1.835}



Entry 8:
{"formula": "C4H7NO2", "method": "ωB97M-V/def2-TZVPD", "symbols": ["C", "C", "N", "O", "C", "C", "O", "H", "H", "H", "H", "H", "H", "H"], "xyz": [[-2.2966, -0.4241, -0.1302], [-0.9041, -0.1418, 0.0394], [-0.7748, 1.1689, 0.1734], [0.0824, -1.0348, 0.1526], [1.3421, -0.5487, 0.5982], [2.0657, 0.2009, -0.5092], [2.9938, 0.9399, -0.3097], [-2.7013, -1.3509, 0.2764], [-2.0479, 1.0675, 0.1503], [-2.6527, -0.2234, -1.1427], [0.0634, 1.6715, -0.1236], [1.2221, 0.0961, 1.4759], [1.9362, -1.4258, 0.8781], [1.6716, 0.0046, -1.5289]], "atomic_forces_ev_per_a": [[0.01, -0.38, 0.01], [-0.16, 0.12, -0.04], [0.01, 0.02, -0.06], [-0.18, -0.03, -0.04], [0.14, 0.11, 0.07], [0.22, 0.09, 0.12], [-0.32, -0.27, -0.06], [0.09, 0.12, -0.05], [0.15, 0.03, -0.04], [0.14, 0.09, 0.15], [-0.08, -0.05, 0.08], [0.04, -0.03, -0.12], [-0.10, 0.13, -0.07], [0.06, 0.03, 0.04]], "spin_multiplicity": 1, "homo_lumo_gap_ev": 8.970, "e_homo_ev": -8.46, "de_lowest_ev": 4.486}